Entry 1:
Computed, not measured: a 2-piece molecular cluster, C4H14NO overall, with wB97M-V/def2-TZVPD.

Values from the calculation:
charge = +1
ΔE to the lowest compared entry with this formula, charge and spin = 12.6 kcal/mol
HOMO level = -15.245 eV
LUMO level = -3.15 eV

```
20
Properties=species:S:1:pos:R:3:nbo_charge:R:1
C 0.218 -0.351 1.122 -0.23
C 0.915 0.735 0.290 -0.42
C 1.742 0.035 -0.820 -0.40
C 1.006 -0.900 -1.789 -0.63
N -1.124 -0.704 0.592 -0.71
H 0.840 -1.247 1.111 0.23
H 0.012 0.018 2.131 0.23
H 0.166 1.289 -0.267 0.20
H 1.571 1.378 0.868 0.25
H 2.164 0.810 -1.469 0.23
H 2.625 -0.442 -0.378 0.21
H 0.101 -0.370 -2.103 0.19
H 0.669 -1.881 -1.455 0.20
H 1.704 -1.102 -2.601 0.25
H -1.189 -0.843 -0.419 0.43
H -1.882 0.042 0.814 0.47
H -1.459 -1.617 0.908 0.43
H -3.485 1.694 1.096 0.52
H -2.005 2.109 1.229 0.51
O -2.587 1.346 1.140 -0.95
```

***

Entry 2:
Computed, not measured: a single C21H24ClNO2S molecule, with wB97M-V/def2-TZVPD.

Values from the calculation:
SMILES string = O=S(=O)(c1ccccc1)[C@@H](Cl)[C@H](/C=C/N1CCCCC1)c1ccccc1
HOMO level = -7.325 eV
LUMO level = 0.31 eV

```
50
Properties=species:S:1:pos:R:3:nbo_charge:R:1
C -5.042 -2.450 -1.833 -0.40
C -4.877 -0.967 -2.149 -0.41
C -3.836 -0.270 -1.283 -0.20
N -2.593 -1.012 -1.130 -0.42
C -1.508 -0.299 -0.731 0.06
C -0.301 -0.805 -0.374 -0.35
C 0.975 -0.039 -0.603 -0.30
C 2.015 -0.988 -1.207 -0.02
C 2.709 -0.552 -2.336 -0.21
C 3.597 -1.423 -2.971 -0.21
C 3.832 -2.698 -2.444 -0.22
C 3.186 -3.095 -1.265 -0.23
C 2.298 -2.218 -0.628 -0.15
C -2.657 -2.442 -0.870 -0.22
C -3.705 -3.168 -1.736 -0.40
H -5.601 -2.565 -0.898 0.20
H -5.639 -2.914 -2.622 0.21
H -4.611 -0.851 -3.206 0.20
H -5.822 -0.438 -2.003 0.21
H -3.574 0.698 -1.728 0.21
H -4.268 -0.068 -0.285 0.17
H -1.624 0.794 -0.737 0.20
H -0.214 -1.846 -0.031 0.20
H 0.770 0.714 -1.382 0.24
H 2.521 0.468 -2.691 0.21
H 4.064 -1.098 -3.903 0.21
H 4.532 -3.372 -2.934 0.22
H 3.352 -4.088 -0.855 0.21
H 1.848 -2.500 0.331 0.21
H -1.674 -2.878 -1.077 0.22
H -2.892 -2.629 0.197 0.18
H -3.845 -4.167 -1.314 0.21
H -3.300 -3.311 -2.748 0.20
Cl 2.456 -0.200 1.726 -0.03
C 1.625 0.770 0.503 -0.37
S 0.638 2.097 1.492 2.08
C 1.561 3.079 2.775 -0.19
C 1.540 2.670 4.112 -0.21
C 2.170 3.454 5.091 -0.21
C 2.812 4.645 4.747 -0.18
C 2.802 5.061 3.416 -0.22
C 2.163 4.295 2.429 -0.22
O 0.293 2.994 0.399 -0.96
O -0.407 1.375 2.186 -0.93
H 2.310 1.455 -0.020 0.22
H 1.025 1.756 4.399 0.25
H 2.163 3.131 6.131 0.22
H 3.309 5.251 5.516 0.22
H 3.299 5.992 3.140 0.22
H 2.124 4.653 1.402 0.24
```

***

Entry 3:
Computed, not measured: a single C3H4N2O3 molecule, with wB97M-V/def2-TZVPD.

Values from the calculation:
SMILES string = Nc1cn(O)oc1=O
ΔE to the lowest compared entry with this formula, charge and spin = 91.1 kcal/mol
HOMO level = -8.896 eV
LUMO level = 0.43 eV

```
12
Properties=species:S:1:pos:R:3:nbo_charge:R:1
C 0.738 0.191 0.779 0.07
C 0.259 1.226 0.025 -0.13
C 0.051 -1.017 0.161 0.71
H 1.557 -0.879 2.140 0.40
H 1.302 0.716 2.584 0.39
H 0.507 2.248 0.142 0.23
H -1.650 1.369 -2.309 0.48
N 1.557 0.132 1.842 -0.78
N -0.247 0.775 -1.182 0.13
O -1.502 1.297 -1.335 -0.54
O -0.564 -0.689 -0.941 -0.35
O -0.081 -2.133 0.655 -0.59
```